1.
Entry from OMol25: one molecule with the formula C10H16ClNO at a distorted geometry (wB97M-V/def2-TZVPD).

Computed properties:
LUMO energy (alpha / beta)   0.800 / -1.752 eV
HOMO-LUMO gap (alpha / beta)   6.059 / 7.705 eV
Maximum force   6.51 eV/A
Spin multiplicity   3

```
29
Properties=species:S:1:pos:R:3:lowdin_charge:R:1
C 0.314 -0.963 0.208 -0.04
C 0.466 1.293 -0.796 -0.05
C -0.193 0.400 0.024 -0.12
C 1.596 -1.168 -0.062 -0.19
C 2.490 0.132 -0.539 -0.74
C 2.413 -2.437 0.246 -0.04
C -2.246 0.038 1.625 -0.05
C -2.364 -0.173 -0.868 -0.08
C -2.313 2.042 0.175 -0.06
C -1.735 0.623 0.263 -0.53
N 3.597 0.027 -1.276 0.11
O 1.783 1.117 -1.145 -0.05
Cl 3.090 0.923 1.170 0.46
H -0.381 -1.694 0.556 0.11
H 0.060 2.164 -1.211 0.11
H 2.846 -2.998 -0.550 0.07
H 1.696 -3.088 0.741 0.08
H 3.173 -2.218 0.915 0.04
H -2.350 0.889 2.444 0.12
H -3.261 -0.364 1.560 0.08
H -1.609 -0.712 2.098 0.06
H -3.386 0.212 -0.954 0.08
H -2.316 -1.280 -0.675 0.10
H -1.933 -0.082 -1.901 0.10
H -1.647 2.688 0.688 0.08
H -3.270 1.951 0.658 0.07
H -2.547 2.342 -0.846 0.09
H 3.674 0.891 -1.658 0.07
H 4.352 -0.554 -0.889 0.13
```

=====

2.
Entry from OMol25: one molecule with the formula C21H13F2N7O2 at a distorted geometry (wB97M-V/def2-TZVPD).

Computed properties:
LUMO energy   0.050 eV
HOMO-LUMO gap   8.049 eV
Maximum force   7.80 eV/A
SMILES   O=C(Nc1ccc(F)c(Nc2ncccc2-c2ncnc3[nH]cnc23)c1F)c1ccco1

```
45
Properties=species:S:1:pos:R:3:lowdin_charge:R:1
O -2.671 -4.547 -0.842 0.11
C -2.391 -3.659 -1.610 -0.34
N -1.253 -2.810 -1.473 0.15
C -0.366 -2.677 -0.484 -0.24
C -0.018 -3.570 0.511 -0.01
C 0.742 -3.266 1.637 0.01
C 1.158 -1.914 1.817 -0.15
F 1.878 -1.500 2.945 0.04
C 0.947 -1.035 0.736 -0.13
N 1.164 0.333 0.865 0.10
C 0.569 1.143 1.846 -0.20
N -0.449 0.523 2.488 0.14
C -1.195 1.278 3.337 -0.11
C -0.970 2.624 3.531 -0.08
C 0.162 3.211 2.992 -0.03
C 0.899 2.532 2.033 -0.07
C 2.056 3.285 1.476 -0.14
N 2.886 3.971 2.293 0.14
C 4.140 4.240 1.839 -0.19
N 4.605 4.111 0.627 0.14
C 3.727 3.621 -0.196 -0.25
N 3.608 3.439 -1.564 0.13
C 2.591 2.694 -1.842 -0.22
N 1.780 2.583 -0.869 0.13
C 2.497 3.107 0.169 -0.20
C 0.143 -1.414 -0.383 -0.09
F -0.203 -0.545 -1.414 0.05
C -3.302 -3.290 -2.740 -0.21
C -4.576 -3.648 -2.834 0.01
C -5.144 -3.115 -4.129 0.00
C -4.084 -2.419 -4.635 -0.12
O -3.025 -2.541 -3.829 0.03
H -1.142 -1.989 -2.101 0.16
H -0.314 -4.619 0.453 0.12
H 0.882 -3.966 2.429 0.11
H 1.636 0.754 0.079 0.10
H -1.958 0.817 3.894 0.09
H -1.731 3.068 4.170 0.10
H 0.373 4.239 3.284 0.12
H 4.867 4.453 2.621 0.11
H 4.462 3.478 -2.160 0.19
H 2.260 2.308 -2.814 0.15
H -5.123 -4.127 -2.038 0.12
H -6.101 -3.339 -4.557 0.09
H -4.017 -1.823 -5.561 0.14
```

=====

3.
Entry from OMol25: a 5-piece molecular cluster, C50H58I2N4O9PS4 overall at a distorted geometry (wB97M-V/def2-TZVPD).

Computed properties:
Charge   +1
LUMO energy   -3.820 eV
HOMO-LUMO gap   6.561 eV
Maximum force   2.05 eV/A

```
128
Properties=species:S:1:pos:R:3:lowdin_charge:R:1
C -3.704 4.775 -1.808 -0.11
C -2.786 4.587 -3.015 -0.25
C -1.425 3.981 -2.672 -0.18
C -1.455 2.682 -1.833 -0.20
N -0.597 2.817 -0.639 -0.17
C 0.050 1.542 -0.202 -0.23
C 1.567 1.581 -0.371 -0.15
C 1.934 1.317 -1.851 -0.15
C 2.742 0.031 -2.054 -0.11
N 2.040 -0.997 -2.953 -0.06
C 2.924 -1.217 -4.001 -0.31
N 2.994 -0.412 -5.027 0.05
C 2.062 0.705 -5.189 -0.12
C 1.223 0.569 -6.466 -0.31
C -0.077 -0.144 -6.092 -0.70
I -1.167 -0.743 -7.811 0.82
C 4.047 -0.605 -6.044 -0.11
C 4.559 0.720 -6.604 -0.82
O 5.262 1.427 -5.986 0.06
I 4.026 1.307 -8.605 0.92
N 3.740 -2.282 -3.755 0.09
C 3.966 -3.285 -4.807 -0.24
C 5.090 -4.092 -4.675 -0.01
C 5.405 -5.053 -5.627 -0.05
C 4.588 -5.205 -6.744 -0.05
C 3.456 -4.408 -6.858 -0.05
C 3.136 -3.443 -5.910 -0.05
C 3.170 -3.013 -2.574 -0.14
C 1.845 -2.315 -2.302 -0.83
S 0.455 -3.075 -3.267 0.82
P 1.251 -2.208 -0.543 0.50
S 2.656 -2.658 0.733 0.34
C -1.314 3.325 0.489 -1.12
S -0.711 4.564 1.326 0.74
S -2.858 2.635 1.016 0.92
C -2.585 0.852 0.861 -0.50
C -3.849 0.006 0.934 -0.28
C -3.564 -1.272 0.122 -0.09
H -4.528 5.439 -2.039 0.07
H -3.152 5.128 -0.942 0.06
H -4.140 3.821 -1.527 0.05
H -3.305 3.983 -3.757 0.10
H -2.608 5.578 -3.426 0.10
H -0.928 3.761 -3.617 0.10
H -0.809 4.715 -2.161 0.11
H -1.066 1.898 -2.477 0.10
H -2.476 2.398 -1.583 0.09
H -0.142 1.413 0.860 0.10
H -0.387 0.709 -0.749 0.09
H 1.974 0.768 0.226 0.08
H 1.899 2.553 -0.036 0.11
H 1.027 1.311 -2.443 0.08
H 2.530 2.157 -2.198 0.12
H 3.014 -0.422 -1.102 0.08
H 3.683 0.313 -2.517 0.13
H 2.588 1.653 -5.123 0.14
H 1.359 0.705 -4.369 0.09
H 1.712 -0.062 -7.201 0.04
H 1.030 1.537 -6.911 0.11
H -0.676 0.516 -5.471 0.05
H 0.165 -1.018 -5.498 0.00
H 3.673 -1.233 -6.840 0.10
H 4.892 -1.076 -5.555 0.14
H 5.739 -3.968 -3.821 0.13
H 6.297 -5.641 -5.493 0.11
H 4.827 -5.928 -7.504 0.11
H 2.807 -4.507 -7.715 0.11
H 2.259 -2.823 -6.021 0.11
H 2.878 -3.993 -2.945 0.11
H 3.833 -3.192 -1.738 0.09
H -0.388 -2.044 -3.124 -0.11
H 0.795 -0.900 -0.319 0.00
H 0.145 -3.047 -0.394 0.01
H -1.862 0.512 1.597 0.08
H -2.135 0.659 -0.105 0.04
H -4.016 -0.300 1.964 0.10
H -4.734 0.522 0.573 0.10
H -2.484 -1.433 0.104 0.03
H -4.022 -2.150 0.565 0.07
H -3.876 -1.170 -0.915 0.08
C 3.412 2.061 4.781 0.02
C 3.141 2.792 5.859 0.01
C 2.294 4.010 5.772 -0.38
O 2.045 4.672 6.755 0.12
C 1.760 4.382 4.435 0.03
C 2.034 3.650 3.360 0.00
C 2.879 2.433 3.450 -0.38
O 3.117 1.763 2.463 0.08
H 4.024 1.170 4.828 0.12
H 3.518 2.534 6.838 0.11
H 1.141 5.270 4.393 0.12
H 1.655 3.893 2.375 0.05
C 0.238 0.342 9.117 0.03
C 1.283 0.712 8.384 0.03
C 2.365 -0.248 8.049 -0.38
O 3.322 0.087 7.377 0.08
C 2.238 -1.632 8.562 0.01
C 1.193 -2.004 9.296 0.02
C 0.107 -1.047 9.631 -0.38
O -0.844 -1.383 10.297 0.11
H -0.562 1.024 9.374 0.12
H 1.394 1.719 8.002 0.11
H 3.040 -2.313 8.306 0.12
H 1.081 -3.009 9.680 0.12
C -1.398 -2.942 3.094 0.04
C -1.113 -2.850 4.390 0.05
C 0.078 -2.098 4.865 -0.36
O 0.340 -2.014 6.043 0.13
C 0.935 -1.451 3.838 0.05
C 0.647 -1.543 2.544 -0.09
C -0.541 -2.296 2.075 -0.37
O -0.809 -2.370 0.889 -0.09
H -2.261 -3.483 2.727 0.13
H -1.725 -3.312 5.154 0.13
H 1.798 -0.906 4.204 0.13
H 1.259 -1.081 1.779 0.01
C -7.522 0.420 3.047 0.01
C -8.589 1.041 2.552 0.02
C -9.702 0.279 1.928 -0.38
O -10.672 0.841 1.474 0.12
C -9.575 -1.201 1.881 0.02
C -8.507 -1.820 2.376 0.02
C -7.396 -1.057 2.998 -0.39
O -6.421 -1.620 3.451 0.09
H -6.701 0.957 3.505 0.12
H -8.700 2.117 2.578 0.12
H -10.397 -1.737 1.423 0.12
H -8.395 -2.896 2.351 0.12
```